Record 1
{
  "formula": "C3H3ClO",
  "method": "the ωB97M-V functional and the def2-TZVPD basis",
  "elements": ["Cl", "O", "C", "C", "C", "H", "H", "H"],
  "xyz": [[-0.680, -1.801, 1.326], [-1.060, 1.113, -1.094], [0.221, -0.294, 1.138], [0.019, 0.307, -1.638], [-0.096, 0.298, -0.391], [0.335, 0.561, -2.699], [0.007, 0.391, 2.104], [1.254, -0.575, 1.254]],
  "homo_lumo_gap_ha": 0.3321,
  "smiles": "ClCC1=CO1",
  "relative_energy_kj_mol": 413.1,
  "e_homo_ev": -8.19
}


Record 2
{
  "formula": "C4H7N3",
  "method": "the ωB97M-V functional and the def2-TZVPD basis",
  "elements": ["N", "N", "N", "C", "C", "C", "C", "H", "H", "H", "H", "H", "H", "H"],
  "xyz": [[2.418, 1.577, 1.086], [-1.322, 0.183, -0.613], [-2.240, -0.750, -0.283], [0.517, -1.119, 0.416], [0.784, 1.219, -0.635], [1.377, 1.851, 0.672], [-0.091, 0.049, -0.311], [-2.038, -1.395, 0.479], [0.140, -1.172, 1.451], [-3.168, -0.357, -0.235], [0.196, 2.028, -1.066], [1.597, -1.020, 0.468], [0.255, -2.050, -0.090], [1.576, 0.955, -1.338]],
  "homo_lumo_gap_ha": 0.3414,
  "smiles": "C/C(CC#N)=N\\N",
  "relative_energy_kj_mol": 224.9,
  "e_homo_ev": -9.03
}


Record 3
{
  "formula": "C4H5F2N2",
  "method": "the ωB97M-V functional and the def2-TZVPD basis",
  "elements": ["F", "F", "N", "N", "C", "C", "C", "C", "H", "H", "H", "H", "H"],
  "xyz": [[0.556, -0.138, -1.715], [-3.013, -0.480, -0.811], [-0.822, 1.737, -0.249], [1.651, -0.865, 0.472], [0.001, 0.769, -0.473], [0.454, -0.075, 0.639], [-2.633, 0.662, -1.011], [-2.083, 1.669, -0.739], [2.468, -0.255, 0.239], [-0.388, -0.739, 0.965], [1.892, -1.345, 1.388], [1.356, -1.585, -0.194], [0.562, 0.646, 1.488]],
  "homo_lumo_gap_ha": [0.3224, 0.3224],
  "charge": 1,
  "smiles": "[NH3+]C/C(F)=N/C#CF",
  "relative_energy_kj_mol": 494.2,
  "e_homo_ev": [-13.54, -13.54]
}


Record 4
{
  "formula": "CrH8O12S2",
  "method": "the ωB97M-V functional and the def2-TZVPD basis",
  "elements": ["Cr", "S", "S", "O", "O", "O", "O", "O", "O", "O", "O", "O", "O", "O", "O", "H", "H", "H", "H", "H", "H", "H", "H"],
  "xyz": [[0.226, 0.480, 0.293], [-2.708, -0.705, -0.984], [1.453, -2.446, -0.895], [1.958, 0.846, 1.596], [0.517, -2.590, -2.015], [2.791, -2.229, -1.456], [1.308, 1.287, -1.423], [1.460, -3.556, 0.088], [-2.796, -1.085, -2.390], [1.090, -1.199, -0.131], [-2.704, -1.839, -0.058], [-0.477, 2.461, 0.723], [-1.415, 0.029, -0.734], [-0.772, -0.104, 2.165], [-3.832, 0.215, -0.650], [-1.409, 2.634, 0.516], [2.870, 1.080, 1.387], [-0.464, -0.056, 3.077], [0.780, 0.919, -2.156], [-1.683, -0.436, 2.217], [0.012, 3.189, 0.322], [1.725, 1.396, 2.354], [2.066, 1.709, -1.845]],
  "homo_lumo_gap_ha": [0.1355, 0.1339],
  "charge": -2,
  "e_homo_ev": [-0.33, -0.33],
  "spin_multiplicity": 5
}


Record 5
{
  "formula": "C3H6N2OS",
  "method": "the ωB97M-V functional and the def2-TZVPD basis",
  "elements": ["S", "O", "N", "N", "C", "C", "C", "H", "H", "H", "H", "H", "H"],
  "xyz": [[1.081, -0.907, -0.101], [-3.899, -0.947, 0.072], [-1.725, -0.253, -0.249], [-0.964, 0.817, -0.128], [-3.111, -0.025, -0.129], [0.219, 0.627, 0.086], [2.791, -0.235, -0.010], [3.103, 0.559, -0.788], [-3.330, 1.038, -0.003], [3.458, -1.150, -0.238], [0.846, 1.536, 0.189], [-1.541, -1.219, 0.332], [3.072, 0.158, 0.967]],
  "homo_lumo_gap_ha": 0.3537,
  "smiles": "CS/C=N\\NC=O",
  "relative_energy_kj_mol": 279.0,
  "e_homo_ev": -8.95
}


Record 6
{
  "formula": "C2H7FN4",
  "method": "the ωB97M-V functional and the def2-TZVPD basis",
  "elements": ["F", "N", "N", "N", "N", "C", "C", "H", "H", "H", "H", "H", "H", "H"],
  "xyz": [[0.815, 1.607, 0.859], [-0.620, -1.248, -0.837], [-0.751, -0.605, 0.373], [0.228, -0.922, -1.624], [1.206, -0.086, -1.677], [1.309, 2.093, -0.297], [-1.567, -1.286, 1.361], [-0.892, -1.179, 2.364], [1.411, 0.218, -2.573], [-1.709, -2.301, 0.884], [2.429, 2.002, -0.389], [-2.453, -0.785, 1.611], [-0.078, -0.056, 0.831], [0.673, 2.549, -0.886]],
  "homo_lumo_gap_ha": [0.2786, 0.3228],
  "relative_energy_kj_mol": 500.0,
  "e_homo_ev": [-8.09, -8.26]
}


Record 7
{
  "formula": "C18H17FO4",
  "method": "the ωB97M-V functional and the def2-TZVPD basis",
  "elements": ["F", "O", "O", "O", "O", "C", "C", "C", "C", "C", "C", "C", "C", "C", "C", "C", "C", "C", "C", "C", "C", "C", "C", "H", "H", "H", "H", "H", "H", "H", "H", "H", "H", "H", "H", "H", "H", "H", "H", "H"],
  "xyz": [[6.795, -0.471, -0.180], [0.481, -1.417, -0.861], [-3.456, -1.349, -1.184], [-0.003, -0.891, 1.263], [-0.319, 3.563, -0.743], [2.776, 0.353, -0.003], [0.548, -0.661, 0.070], [4.975, 0.475, 0.975], [-0.722, -2.109, 1.405], [5.474, -0.201, -0.122], [-2.244, 2.072, 0.805], [4.657, -0.611, -1.160], [-4.592, -2.078, -0.785], [-3.777, 0.228, 0.650], [-0.355, 2.355, -0.757], [-1.551, 1.596, -0.310], [-1.994, 0.451, -0.953], [0.856, 1.525, -1.138], [1.298, 0.662, 0.062], [-3.112, -0.237, -0.480], [3.305, -0.328, -1.094], [-3.338, 1.382, 1.280], [3.619, 0.747, 1.028], [-5.498, -1.464, -0.826], [1.080, 1.182, 0.999], [-1.353, -1.992, 2.282], [-1.323, -2.293, 0.513], [-1.902, 2.975, 1.287], [-4.637, -0.292, 1.041], [-4.680, -2.896, -1.498], [5.639, 0.779, 1.768], [5.079, -1.140, -1.999], [-1.511, 0.072, -1.840], [-4.476, -2.489, 0.223], [-0.028, -2.940, 1.543], [0.626, 0.876, -1.983], [3.216, 1.273, 1.880], [1.662, 2.205, -1.421], [-3.867, 1.741, 2.151], [2.652, -0.655, -1.887]],
  "homo_lumo_gap_ha": 0.3448,
  "smiles": "COC(=O)[C@H](CC(=O)c1cccc(OC)c1)c1ccc(F)cc1",
  "relative_energy_kj_mol": 0.0,
  "e_homo_ev": -8.89
}


Record 8
{
  "formula": "C3H2ClNO2",
  "method": "the ωB97M-V functional and the def2-TZVPD basis",
  "elements": ["Cl", "O", "O", "N", "C", "C", "C", "H", "H"],
  "xyz": [[-2.538, -0.957, 0.687], [0.023, 0.685, 2.554], [0.737, 1.965, -0.235], [-0.677, 0.791, -1.634], [-0.015, 1.255, -0.737], [-0.395, 0.104, 1.657], [-0.782, -0.517, 0.609], [-1.423, 0.271, -1.655], [-0.173, -1.359, 0.216]],
  "homo_lumo_gap_ha": 0.3330,
  "smiles": "O=C=CCl.N=C=O",
  "relative_energy_kj_mol": 237.9,
  "e_homo_ev": -9.63
}